1.
ORCA calculation (ωB97M-V with the def2-TZVPD basis set) on an isolated ion of composition C2H3FNO4S and charge -1 in a non-equilibrium geometry.

Results
Max |F| ... 3.4 eV/Å
SMILES ... N[C@H](C(=O)[O-])S(=O)(=O)F
Relative energy (zero: lowest compared OMol25 entry of this formula, charge and spin) ... 0.0 kcal/mol
Kohn-Sham gap ... 8.2 eV

```
! wB97M-V def2-TZVPD RIJCOSX def2/J DEFGRID3
* xyz -1 1
N -1.374 0.545 0.786
C -0.494 -0.089 -0.186
C -0.248 -1.648 0.052
O -0.123 -2.337 -0.976
O -0.159 -2.056 1.253
S 1.170 0.715 -0.338
O 1.414 1.711 0.694
O 1.311 1.283 -1.677
F 2.363 -0.415 -0.226
H -2.012 1.194 0.323
H -0.868 1.093 1.484
H -0.981 0.003 -1.189
*
```

=====

2.
ORCA calculation (ωB97M-V with the def2-TZVPD basis set) on one molecule with the formula C5H8N2.

Results
Max |F| ... 0.4 eV/Å
Relative energy (zero: lowest compared OMol25 entry of this formula, charge and spin) ... 73.7 kcal/mol
Kohn-Sham gap ... 7.3 eV

```
! wB97M-V def2-TZVPD RIJCOSX def2/J DEFGRID3
* xyz 0 1
C 0.441 1.467 -0.840
C 0.040 1.070 1.520
C 0.648 -0.080 1.854
N 0.380 -1.179 0.892
C -0.384 -0.741 -0.065
N -0.941 -1.505 -1.036
C -0.527 0.754 0.140
H 0.360 1.126 -1.878
H 0.241 2.540 -0.798
H 1.468 1.320 -0.490
H 1.306 -0.357 2.671
H 0.623 -2.155 1.015
H -1.693 -1.109 -1.574
H -0.455 -2.277 -1.465
H -1.555 1.082 -0.062
*
```

=====

3.
ORCA calculation (ωB97M-V with the def2-TZVPD basis set) on C22H29NO7PPbS3 as an isolated structure.

Results
Max |F| ... 0.9 eV/Å
Relative energy (zero: lowest compared OMol25 entry of this formula, charge and spin) ... 39.6 kcal/mol
Kohn-Sham gap (spin up / spin down) ... 7.3 / 6.0 eV

```
! wB97M-V def2-TZVPD RIJCOSX def2/J DEFGRID3
* xyz 2 2
Pb 0.372 0.025 0.105
C -3.740 -5.807 -1.678
C -3.344 -4.360 -1.826
C -4.202 -3.343 -1.422
C -3.859 -2.008 -1.583
C -2.642 -1.696 -2.166
C -1.756 -2.688 -2.575
C -2.115 -4.012 -2.400
S -2.207 0.001 -2.316
C -2.142 0.193 -4.079
O -0.711 0.116 -1.913
H -4.436 -5.949 -0.852
H -2.871 -6.446 -1.520
H -4.238 -6.154 -2.588
H -5.156 -3.598 -0.972
H -4.539 -1.224 -1.268
H -0.803 -2.429 -3.027
H -1.441 -4.797 -2.727
H -1.479 -0.569 -4.490
H -1.763 1.196 -4.276
H -3.158 0.085 -4.464
O 3.815 -0.264 -0.179
C 3.456 1.012 -0.503
N 2.241 1.415 -0.594
S 2.225 3.077 -1.070
O 1.713 3.118 -2.395
O 1.612 3.784 0.005
C 3.979 3.209 -1.053
C 4.758 4.312 -1.300
C 6.140 4.127 -1.240
C 6.698 2.888 -0.943
C 5.893 1.783 -0.691
C 4.524 1.967 -0.752
H 4.329 5.280 -1.530
H 6.788 4.973 -1.432
H 7.774 2.782 -0.905
H 6.320 0.816 -0.454
C -4.085 1.511 3.603
C -3.106 0.929 4.598
O -1.720 0.962 4.114
P -1.285 0.404 2.690
O -1.100 1.696 1.704
C -0.733 3.053 2.139
C -1.369 4.039 1.193
O 0.325 0.206 2.989
C 0.810 -0.482 4.176
C 2.314 -0.471 4.139
H -5.085 1.510 4.042
H -4.124 0.923 2.682
H -3.827 2.544 3.353
H -3.351 -0.100 4.854
H -3.085 1.511 5.512
H 0.355 3.124 2.134
H -1.082 3.187 3.160
H -0.912 3.996 0.203
H -1.233 5.050 1.584
H -2.441 3.848 1.102
H 0.418 -1.501 4.186
H 0.434 0.041 5.050
H 2.695 -1.027 3.275
H 2.708 -0.943 5.043
H 2.688 0.554 4.098
S 3.075 -2.697 0.385
C 2.863 -1.191 0.071
*
```

=====

4.
ORCA calculation (ωB97M-V with the def2-TZVPD basis set) on C16H16Cl3F5HfO as an isolated structure in a non-equilibrium geometry.

Results
Max |F| ... 6.1 eV/Å
Relative energy (zero: lowest compared OMol25 entry of this formula, charge and spin) ... 47.2 kcal/mol
Kohn-Sham gap ... 4.3 eV

```
! wB97M-V def2-TZVPD RIJCOSX def2/J DEFGRID3
* xyz -2 1
C 2.238 0.346 -0.469
C 2.435 0.163 0.919
C 1.595 1.064 1.613
C 3.395 -0.777 1.541
C 0.873 1.841 0.645
C 1.273 1.396 -0.653
C 0.864 1.990 -1.951
C 3.013 -0.337 -1.530
C 1.588 1.256 3.082
C -0.017 2.992 0.943
Hf 0.039 -0.261 0.321
Cl 0.608 -2.370 1.236
Cl 0.055 -1.396 -1.782
Cl -1.229 0.014 2.376
H 3.553 -1.656 0.924
H 3.052 -1.115 2.514
H 4.359 -0.282 1.676
H 1.565 0.307 3.610
H 0.733 1.834 3.410
H 2.495 1.786 3.379
H -0.603 2.819 1.841
H -0.707 3.180 0.126
H 0.577 3.894 1.094
H -0.138 2.403 -1.899
H 0.867 1.249 -2.743
H 1.550 2.793 -2.227
H 3.105 -1.402 -1.336
H 4.018 0.088 -1.570
H 2.554 -0.220 -2.504
O -1.240 -0.325 -4.662
H -1.949 0.224 -5.035
F -1.986 -2.840 1.892
C -2.679 -2.344 0.841
C -2.165 -1.305 0.026
C -2.962 -0.823 -1.025
F -2.504 0.185 -1.807
C -4.226 -1.370 -1.276
F -4.977 -0.898 -2.301
C -4.713 -2.403 -0.474
F -5.937 -2.935 -0.718
C -3.944 -2.884 0.585
F -4.425 -3.881 1.370
*
```

=====

5.
ORCA calculation (ωB97M-V with the def2-TZVPD basis set) on an isolated ion of composition C13H24F5N2 and charge +1.

Results
Max |F| ... 0.5 eV/Å
SMILES ... C[N@H+]1CC[C@H](C(F)(F)C(F)(F)F)C[C@H]1CCCCCN
Kohn-Sham gap ... 9.0 eV

```
! wB97M-V def2-TZVPD RIJCOSX def2/J DEFGRID3
* xyz 1 1
C 1.060 -2.656 0.599
N 0.098 -1.577 1.046
C 0.736 -0.222 1.150
C -0.244 0.962 1.189
C -1.751 0.660 1.376
C -2.266 1.210 2.705
F -2.203 2.568 2.697
F -3.566 0.853 2.874
C -1.491 0.749 3.998
F -2.306 0.540 5.007
F -0.829 -0.421 3.761
F -0.563 1.634 4.339
C -2.193 -0.801 1.177
C -1.223 -1.610 0.325
C -1.217 -1.236 -1.180
C 0.075 -0.861 -1.944
C 0.222 0.644 -2.290
C 1.639 1.228 -2.150
C 2.289 1.581 -3.500
N 3.733 1.807 -3.489
H 0.721 -3.055 -0.352
H 2.051 -2.222 0.470
H 1.085 -3.437 1.357
H -0.148 -1.822 2.005
H 1.420 -0.107 0.312
H 1.345 -0.249 2.057
H -0.129 1.543 0.275
H 0.091 1.625 1.990
H -2.291 1.257 0.635
H -3.168 -0.822 0.689
H -2.320 -1.312 2.133
H -1.538 -2.654 0.416
H -1.929 -0.415 -1.313
H -1.673 -2.087 -1.691
H 0.983 -1.191 -1.443
H 0.047 -1.419 -2.883
H -0.500 1.223 -1.706
H -0.086 0.783 -3.332
H 2.313 0.526 -1.642
H 1.615 2.134 -1.533
H 2.086 0.771 -4.205
H 1.826 2.492 -3.885
H 4.217 0.937 -3.298
H 3.986 2.453 -2.748
*
```